No. 1
The following is a DFT calculation (ωB97M-V/def2-TZVPD) of a molecular structure, C32H41BCl3EuF6N7O2P in a non-equilibrium geometry.

Summary:
**E_tot**: -4834.22404 Eh
**<S²>**: 15.79
**Frontier orbital gap (spin up / spin down)**: 6.62 / 5.08 eV
**HOMO (spin up / spin down)**: -11.15 / -11.16 eV

The geometry in ORCA input format:
```
! wB97M-V def2-TZVPD RIJCOSX def2/J DEFGRID3
* xyz 1 8
Eu -0.4643 -0.3249 -0.2980
C -1.5423 3.6260 1.5852
C -1.0357 3.1573 2.9502
C 0.2797 3.8057 3.4064
C -1.0591 1.6553 3.1150
C -1.3925 1.0910 4.3564
C -1.5307 -0.2484 4.1178
N -1.2966 -0.4737 2.8144
N -0.9691 0.6929 2.1803
B -1.7854 -1.7817 2.1449
N -2.8001 -1.3894 1.0293
C -4.0418 -1.9165 0.9890
C -4.8967 -0.9838 0.4635
C -4.0839 0.1268 0.1563
N -2.8274 -0.1336 0.4934
C -4.5203 1.4708 -0.3503
C -3.5191 2.0836 -1.3332
C -5.9178 1.4287 -0.9614
N -0.5865 -2.6679 1.7582
C -0.3372 -3.7953 2.4433
C 0.9492 -4.1866 2.1861
C 1.4731 -3.1938 1.3491
N 0.5290 -2.2755 1.0774
C 2.8939 -3.2188 0.8646
C 3.8526 -3.0030 2.0463
C 3.2233 -4.5700 0.2137
H -1.7213 4.7022 1.6069
H -2.4843 3.1283 1.3519
H -0.8404 3.4161 0.7813
H -1.7792 3.4997 3.6741
H 1.1411 3.4276 2.8697
H 0.4394 3.6075 4.4664
H 0.2319 4.8872 3.2635
H -1.5490 1.6158 5.2837
H -1.8178 -1.0500 4.7771
H -2.3915 -2.3965 2.9663
H -4.2369 -2.9093 1.3595
H -5.9501 -1.0875 0.2740
H -4.5624 2.1133 0.5383
H -2.5036 2.0530 -0.9302
H -3.7804 3.1236 -1.5335
H -3.5361 1.5339 -2.2748
H -5.9501 0.7392 -1.8068
H -6.1887 2.4232 -1.3169
H -6.6682 1.1214 -0.2333
H -1.0948 -4.2509 3.0574
H 1.4588 -5.0449 2.5877
H 3.0449 -2.4267 0.1334
H 3.8072 -3.8582 2.7225
H 3.6031 -2.1118 2.6172
H 4.8767 -2.9136 1.6808
H 3.2490 -5.3547 0.9694
H 4.2085 -4.5300 -0.2537
H 2.4907 -4.8568 -0.5418
Cl 1.7138 6.8922 -2.2932
C 1.2450 5.2630 -2.1573
C 1.5062 4.5788 -0.9550
C 1.1377 3.2723 -0.8708
Cl 1.3531 2.3201 0.5271
C 0.5229 2.5588 -1.9623
O 0.2647 1.3441 -1.8601
C 0.2460 3.3250 -3.1543
Cl -0.5601 2.5295 -4.4260
C 0.6043 4.6436 -3.2383
H 1.9834 5.0858 -0.1283
H 0.3866 5.2025 -4.1376
O 0.7211 -1.6400 -1.7595
C 1.5338 -2.6692 -2.3343
C 2.6540 -2.0610 -3.2005
C 2.8838 -0.5598 -2.9391
C 3.4523 -0.2956 -1.5682
C 4.8395 -0.2256 -1.4356
C 5.4061 -0.0142 -0.1936
C 4.5635 0.0996 0.8999
C 3.2033 -0.0030 0.6876
N 2.6362 -0.1750 -0.5124
H 0.4081 -1.1113 -2.5100
H 0.9041 -3.3227 -2.9365
H 1.9231 -3.2500 -1.5056
H 2.4025 -2.1861 -4.2545
H 3.5870 -2.5976 -3.0225
H 1.9678 0.0116 -3.0824
H 3.5976 -0.2037 -3.6826
H 5.4578 -0.3354 -2.3171
H 6.4799 0.0541 -0.0790
H 4.9510 0.2387 1.8995
H 2.5189 0.0498 1.5297
F -1.7422 -0.0731 -2.2692
P -2.4289 -1.5247 -2.9091
F -1.7880 -2.1678 -1.4606
F -3.7599 -1.1788 -2.1352
F -2.9510 -2.9355 -3.3398
F -1.0041 -1.7843 -3.6193
F -2.9120 -0.7315 -4.1821
*
```



No. 2
The following is a DFT calculation (ωB97M-V/def2-TZVPD) of a molecular structure, C12H6BeN2O5S4 in a non-equilibrium geometry.

Summary:
**E_tot**: -2554.31652 Eh
**Frontier orbital gap**: 3.35 eV
**HOMO**: -0.62 eV

The geometry in ORCA input format:
```
! wB97M-V def2-TZVPD RIJCOSX def2/J DEFGRID3
* xyz -2 1
Be 0.0897 0.0152 0.3297
O 4.3053 0.0260 4.0543
C 3.3990 0.0223 3.2509
C 1.9220 -0.0270 3.5808
O 1.4412 -0.1879 4.6906
C 1.2589 0.1022 2.2931
C 2.1909 0.1330 1.2361
O 1.7147 0.1695 0.0421
C 3.5516 0.0306 1.7428
O 4.6059 -0.0771 1.1381
O 0.0132 0.1166 1.9696
S -3.3048 2.6881 -1.1194
C -1.8511 1.9630 -0.6725
S -1.6558 0.2404 -0.8425
S -0.5656 2.8360 -0.0063
N -1.1238 -6.7654 0.7638
C -0.1962 -6.1469 -0.0160
S 0.8140 -7.0900 -0.9403
C -0.1683 -4.6854 0.0014
C -1.0238 -3.9342 0.8188
C -0.8794 -2.5654 0.8928
N 0.0384 -1.8973 0.2007
C 0.8279 -2.5875 -0.6223
C 0.7597 -3.9587 -0.7517
H -0.9877 -7.7581 0.8548
H -1.4677 -6.2856 1.5813
H -1.8136 -4.4001 1.3929
H -1.5043 -1.9614 1.5395
H 1.5564 -1.9999 -1.1673
H 1.4291 -4.4821 -1.4175
*
```



No. 3
The following is a DFT calculation (ωB97M-V/def2-TZVPD) of a gas-phase ion, C7H15N2O2 (charge +1) in a non-equilibrium geometry.

Summary:
**E_tot**: -535.35331 Eh
**Frontier orbital gap**: 11.03 eV
**SMILES**: C[C@]1(O)CC[N+](C)(C)N1C=O
**HOMO**: -13.69 eV

The geometry in ORCA input format:
```
! wB97M-V def2-TZVPD RIJCOSX def2/J DEFGRID3
* xyz 1 1
C -0.2874 1.8322 -0.7849
C 0.0838 -1.0418 1.5932
C -0.6785 -1.5528 0.2567
C -0.0433 0.4866 1.5378
C 1.2942 1.1029 1.6991
C 0.9773 -0.7033 -1.5258
C -1.3746 -0.6220 -1.9525
N -0.3712 0.6649 -0.2099
N -0.3429 -0.5709 -0.8830
O -0.1562 2.8578 -0.2513
O -1.1135 0.9660 2.1663
H -0.2702 1.7108 -1.9927
H -0.5216 -1.3896 2.5053
H 1.0488 -1.5447 1.6841
H -0.2636 -2.4717 -0.2457
H -1.7586 -1.5558 0.2553
H 1.2826 2.1360 1.3057
H 2.3016 0.4583 1.4215
H 1.5495 1.2866 2.6940
H 1.2056 0.1629 -2.1745
H 1.8058 -0.6649 -0.7132
H 1.2788 -1.5266 -2.1814
H -2.2973 -0.1703 -1.5428
H -1.0637 -0.0855 -2.8162
H -1.3560 -1.6781 -2.2209
H -0.9292 1.9131 2.3756
*
```



No. 4
The following is a DFT calculation (ωB97M-V/def2-TZVPD) of a molecular structure, C34H31KN4O6PS.

Summary:
**E_tot**: -3324.33967 Eh
**Frontier orbital gap**: 6.95 eV
**HOMO**: -4.78 eV

The geometry in ORCA input format:
```
! wB97M-V def2-TZVPD RIJCOSX def2/J DEFGRID3
* xyz -1 1
K -0.6395 -0.3134 -1.1814
O 0.6598 -5.5834 -3.5330
C -0.6004 -5.5843 -3.1353
O -1.1994 -6.6192 -2.9107
C -1.2614 -4.2690 -2.9281
C -2.5909 -4.1624 -2.5619
N -2.8667 -2.8539 -2.4653
N -1.7986 -2.0945 -2.7052
C -0.8040 -2.9229 -2.9829
C 0.5879 -2.3559 -3.2571
O 1.4349 -3.1654 -3.7234
O 0.7645 -1.1600 -2.9809
H 1.0089 -4.6151 -3.7135
H -3.3299 -4.9235 -2.3787
H -3.6935 -2.3773 -2.1079
O -2.0937 -0.5476 0.7253
N -3.0988 -1.0802 1.3549
C -2.8689 -1.6376 2.5685
C -3.8596 -2.2380 3.2989
C -5.1498 -2.2687 2.7634
C -5.3736 -1.6975 1.5348
C -4.3491 -1.0818 0.7862
S -4.6167 -0.3794 -0.7431
H -1.8372 -1.5489 2.8743
H -3.6245 -2.6681 4.2618
H -5.9633 -2.7374 3.3023
H -6.3565 -1.7011 1.0874
C -3.3583 3.5163 -2.4725
C -2.0033 2.9892 -2.0106
C -0.8676 3.9391 -2.3681
C -2.0533 2.6584 -0.5183
C -2.3317 3.8188 0.4482
O -1.4463 3.5616 1.5605
C -0.5627 2.6243 1.1183
N -0.7693 2.1409 -0.0284
C 0.4738 2.1987 2.0871
C 0.2319 2.5503 3.4183
C 1.0471 2.1091 4.4449
C 2.1272 1.2963 4.1532
C 2.3891 0.9623 2.8346
C 1.5931 1.4028 1.7781
P 2.1771 0.9768 0.0655
C 3.9574 1.3604 0.2779
C 4.9490 0.4528 0.6435
C 6.2656 0.8649 0.7895
C 6.6117 2.1911 0.5788
C 5.6342 3.1049 0.2113
C 4.3213 2.6879 0.0519
C 2.1749 -0.8615 0.1293
C 1.3295 -1.6015 0.9539
C 1.2774 -2.9861 0.8495
C 2.0685 -3.6474 -0.0770
C 2.9022 -2.9170 -0.9136
C 2.9452 -1.5364 -0.8199
H -3.3659 3.6862 -3.5506
H -3.5938 4.4717 -1.9925
H -4.1526 2.8078 -2.2275
H -1.8208 2.0373 -2.5283
H -1.0049 4.9240 -1.9115
H -0.8178 4.0901 -3.4479
H 0.0926 3.5425 -2.0336
H -2.7892 1.8587 -0.3673
H -3.3474 3.8349 0.8356
H -2.0745 4.7995 0.0412
H -0.6301 3.1644 3.6352
H 0.8270 2.3918 5.4667
H 2.7723 0.9272 4.9410
H 3.2476 0.3416 2.6212
H 4.6946 -0.5877 0.8105
H 7.0234 0.1435 1.0710
H 7.6406 2.5107 0.6897
H 5.8925 4.1420 0.0349
H 3.5651 3.4025 -0.2544
H 0.6628 -1.1004 1.6484
H 0.5912 -3.5389 1.4793
H 2.0089 -4.7236 -0.1773
H 3.4710 -3.4154 -1.6862
H 3.5434 -0.9813 -1.5330
*
```



No. 5
The following is a DFT calculation (ωB97M-V/def2-TZVPD) of a molecular structure, C37H72GeMoN2O5S5Si4 in a non-equilibrium geometry.

Summary:
**E_tot**: -7233.22764 Eh
**<S²>**: 3.80
**Frontier orbital gap (spin up / spin down)**: 5.57 / 6.05 eV
**HOMO (spin up / spin down)**: -4.43 / -5.05 eV

The geometry in ORCA input format:
```
! wB97M-V def2-TZVPD RIJCOSX def2/J DEFGRID3
* xyz -1 4
Mo -0.2121 -0.3579 0.4477
O 3.1111 5.6945 -0.3692
C 2.6176 4.6037 -0.3031
S 1.2621 4.0735 -1.3035
C 1.1629 2.4481 -0.6500
C 2.0261 2.1057 0.3601
S 2.0426 0.6376 1.2123
S 3.1593 3.3464 0.8307
S -0.0459 1.3920 -1.2322
C -1.5795 -3.0521 -2.9430
Si -2.6784 -3.1271 -1.4005
C -2.0754 -4.5872 -0.3703
C -4.4145 -3.6666 -1.9361
Ge -2.6441 -0.9516 -0.3887
Si -4.3686 -0.8770 1.2731
C -3.9124 -1.9072 2.7826
C -4.6921 0.8692 1.9091
C -6.0386 -1.5609 0.7068
Si -3.6171 0.3882 -2.1545
C -5.4555 0.1026 -2.4948
C -2.7789 0.1338 -3.8179
C -3.5520 2.2330 -1.7383
H -0.8542 -3.8668 -2.9408
H -1.0224 -2.1187 -3.0000
H -2.1741 -3.1327 -3.8540
H -2.3889 -5.4976 -0.8870
H -2.5056 -4.6031 0.6288
H -0.9934 -4.6117 -0.2712
H -4.3309 -4.3763 -2.7615
H -5.0519 -2.8458 -2.2561
H -4.9198 -4.1717 -1.1131
H -3.0167 -1.5108 3.2567
H -3.7216 -2.9458 2.5161
H -4.7298 -1.8887 3.5060
H -3.8261 1.2568 2.4455
H -5.5420 0.8540 2.5961
H -4.9249 1.5663 1.1046
H -5.9472 -2.5445 0.2520
H -6.5307 -0.9148 -0.0162
H -6.6900 -1.6465 1.5803
H -5.6799 -0.9089 -2.8280
H -5.7438 0.7851 -3.2987
H -6.0820 0.3199 -1.6333
H -2.8679 -0.9002 -4.1406
H -1.7194 0.3779 -3.8113
H -3.2760 0.7603 -4.5610
H -4.1819 2.4537 -0.8767
H -3.9257 2.8134 -2.5847
H -2.5478 2.5795 -1.5147
C -1.7363 3.6637 1.5341
C -1.4256 2.6218 2.5664
C -1.4726 2.9038 3.9301
C -1.2134 1.8985 4.8540
C -1.3253 2.1886 6.3285
C -0.8764 0.6114 4.4513
C -0.7926 0.2729 3.0859
C -1.0970 1.3328 2.1969
N -0.4754 -0.9059 2.4616
C 0.0605 -2.1204 3.0959
C -0.3410 -2.3486 4.5607
C 1.5908 -2.1036 3.0271
C -0.4712 -3.3109 2.3066
H -2.1863 4.5430 1.9936
H -2.4273 3.2781 0.7830
H -0.8303 3.9786 1.0119
H -1.7304 3.9002 4.2662
H -1.4258 3.2571 6.5128
H -0.4480 1.8300 6.8679
H -2.1979 1.6920 6.7562
H -0.7045 -0.1157 5.2240
H -1.2896 1.1319 1.1249
H 0.1816 -1.6852 5.2450
H -0.0512 -3.3682 4.8241
H -1.4169 -2.2575 4.7097
H 1.9847 -1.2047 3.5058
H 1.9386 -2.1206 1.9917
H 2.0011 -2.9763 3.5397
H -1.5503 -3.3975 2.4330
H -0.0026 -4.2346 2.6520
H -0.2614 -3.2006 1.2462
O 1.8516 -3.4861 -1.7366
C 1.2500 -2.6715 -1.1226
N 0.6464 -1.8688 -0.5000
C 0.4495 3.9881 -6.5598
C -0.4744 3.1936 -5.6449
C -1.8282 2.9887 -6.3130
C -0.6377 3.8856 -4.2974
O 0.0674 1.8911 -5.4494
Si 1.3915 1.3116 -4.6997
S 0.9788 0.1628 -2.9710
O 2.4025 2.5659 -4.4568
C 3.8171 2.6277 -4.2185
C 4.2160 1.6332 -3.1359
C 4.1052 4.0531 -3.7669
C 4.5397 2.3326 -5.5270
O 2.1277 0.2555 -5.7003
C 1.6471 -0.8651 -6.4536
C 1.5550 -0.4037 -7.9039
C 0.2890 -1.3469 -5.9642
C 2.6880 -1.9658 -6.2870
H 0.0426 4.9852 -6.7317
H 0.5495 3.4831 -7.5199
H 1.4354 4.0837 -6.1112
H -2.2424 3.9447 -6.6346
H -2.5265 2.5190 -5.6247
H -1.7177 2.3432 -7.1846
H -1.1481 4.8422 -4.4133
H 0.3398 4.0679 -3.8505
H -1.2212 3.2600 -3.6230
H 3.6285 1.7938 -2.2318
H 5.2733 1.7538 -2.8957
H 4.0491 0.6077 -3.4619
H 3.5421 4.2856 -2.8714
H 3.8185 4.7614 -4.5448
H 5.1668 4.1792 -3.5542
H 4.2588 1.3524 -5.9042
H 5.6192 2.3558 -5.3710
H 4.2799 3.0798 -6.2767
H 0.8311 0.4057 -7.9869
H 1.2411 -1.2228 -8.5509
H 2.5234 -0.0396 -8.2436
H -0.4599 -0.5600 -6.0439
H 0.3357 -1.6655 -4.9260
H -0.0314 -2.1955 -6.5685
H 3.6653 -1.6097 -6.6122
H 2.4186 -2.8417 -6.8769
H 2.7563 -2.2584 -5.2406
*
```



No. 6
The following is a DFT calculation (ωB97M-V/def2-TZVPD) of a molecular structure, C17H18AuClN2O6.

Summary:
**E_tot**: -1815.39591 Eh
**<S²>**: 2.02
**Frontier orbital gap (spin up / spin down)**: 8.07 / 5.19 eV
**HOMO (spin up / spin down)**: -8.26 / -9.21 eV

The geometry in ORCA input format:
```
! wB97M-V def2-TZVPD RIJCOSX def2/J DEFGRID3
* xyz 0 3
Au -0.8788 -0.2675 0.5731
C -1.5654 3.2563 2.1833
C -0.2789 2.9541 1.5051
N 0.0393 1.8116 0.9315
C 1.3159 1.9388 0.4332
C 1.7675 3.1960 0.7153
N 0.7484 3.8154 1.3926
C 3.0129 3.9761 0.4746
O 3.9643 3.3778 -0.1886
O 3.0739 5.1090 0.9009
C 2.0038 0.8219 -0.3007
O 3.1559 1.0519 -0.7145
O 1.3604 -0.2457 -0.4328
H -2.2188 2.3913 2.0960
H -2.0591 4.1148 1.7282
H -1.4109 3.4735 3.2406
H 0.8219 4.7658 1.7255
H 3.6721 2.4303 -0.4500
Cl 1.1737 -6.3029 -1.7848
C 0.1484 -4.9212 -1.8826
C -1.2250 -5.1073 -1.9840
C -2.0454 -3.9989 -2.0509
C -1.4813 -2.7213 -1.9923
C -0.0913 -2.5425 -1.9350
C 0.7221 -3.6521 -1.8592
C -2.3570 -1.5174 -1.9563
O -3.0296 -1.5526 -3.0450
O -2.4130 -0.6489 -1.0971
H -1.6325 -6.1071 -2.0080
H -3.1176 -4.1109 -2.1305
H 0.3532 -1.5565 -1.9094
H 1.7938 -3.5397 -1.7795
C 0.2065 -3.1303 3.6818
C -0.6266 -2.4690 2.5788
C -2.1168 -2.5735 2.8813
C -0.1912 -1.0295 2.4075
H -0.0884 -4.1714 3.8193
H 0.0616 -2.6123 4.6321
H 1.2695 -3.1052 3.4433
H -0.4274 -3.0077 1.6438
H -2.3535 -2.0526 3.8119
H -2.4250 -3.6133 2.9928
H -2.7165 -2.1248 2.0867
H 0.8867 -0.9024 2.3297
H -0.6090 -0.3599 3.1604
*
```



No. 7
The following is a DFT calculation (ωB97M-V/def2-TZVPD) of a molecular structure, C11H11ClN3 in a non-equilibrium geometry.

Summary:
**E_tot**: -1049.92240 Eh
**Frontier orbital gap**: 9.33 eV
**HOMO**: -12.23 eV

The geometry in ORCA input format:
```
! wB97M-V def2-TZVPD RIJCOSX def2/J DEFGRID3
* xyz 1 1
C 2.3153 -1.3929 0.2706
C 1.6310 0.8172 -0.2521
C 3.6668 -1.0686 0.3185
C 2.9822 1.2332 -0.2012
C 1.2329 -0.4822 -0.0096
C 3.9659 0.2973 -0.0047
C -2.8945 1.4177 0.8008
C -1.6705 0.9624 1.2049
C -1.9393 -0.7306 -0.5270
C -3.5132 0.9487 -0.4473
C -0.0994 -1.0243 0.2739
N -3.2110 -0.4811 -0.7260
N -1.1962 -0.0357 0.3455
N -0.9716 -1.5959 -0.8359
Cl 5.6658 0.5546 -0.0722
H 2.1397 -2.4392 0.5585
H 0.9710 1.7091 -0.4701
H 4.3695 -1.7873 0.5761
H 3.3019 2.1665 -0.6598
H -3.3444 2.3218 1.0952
H -0.9871 1.1723 2.0222
H -4.5824 1.1152 -0.4994
H -3.1091 1.5908 -1.3096
H 0.0230 -1.7053 1.1475
H -3.8631 -1.0742 -1.2402
H -0.8830 -2.4894 -1.3587
*
```



No. 8
The following is a DFT calculation (ωB97M-V/def2-TZVPD) of C2H2OS3 in the gas phase in a non-equilibrium geometry.

Summary:
**E_tot**: -1347.18224 Eh
**Frontier orbital gap**: 7.23 eV
**SMILES**: OC(=S)C(=S)S
**HOMO**: -9.15 eV

The geometry in ORCA input format:
```
! wB97M-V def2-TZVPD RIJCOSX def2/J DEFGRID3
* xyz 0 1
C -0.0344 -0.9024 -0.5108
C 0.2151 0.3481 0.3097
H -0.2754 0.3111 -1.9249
H 0.0787 1.4344 2.3099
O -0.4367 -0.6418 -1.7539
S 0.0134 -2.4493 0.0872
S -0.0108 0.1363 2.0137
S 0.4500 1.7636 -0.5310
*
```



No. 9
The following is a DFT calculation (ωB97M-V/def2-TZVPD) of a molecular structure, C6H9N3O2S in a non-equilibrium geometry.

Summary:
**E_tot**: -946.88094 Eh
**Frontier orbital gap**: 8.36 eV
**HOMO**: -7.93 eV

The geometry in ORCA input format:
```
! wB97M-V def2-TZVPD RIJCOSX def2/J DEFGRID3
* xyz 0 1
C -0.5625 -0.3329 2.2629
C 0.0935 0.4900 1.1097
C 0.1874 -1.4942 -0.4409
C -0.8671 -1.1029 -1.4085
C 0.2988 0.9058 -2.0580
C 1.2909 0.5998 -0.9638
H -1.3817 0.4660 4.1266
H 0.9802 -1.9919 -1.1638
H -0.1878 -1.9240 0.4862
H -1.3558 -1.9807 -1.8387
H -1.6915 -0.5224 -0.8806
H -0.3494 1.6009 -1.5596
H 0.8449 1.2283 -2.9756
H 2.3444 0.1536 -1.4720
H 1.5944 1.5996 -0.6032
N -0.8653 0.5479 3.1797
N 0.3802 1.6845 1.4070
N 0.6141 -0.1833 0.0153
O -0.7985 -1.5492 2.4603
O -0.3814 -0.2739 -2.5458
S -0.1879 2.0791 2.8626
*
```



No. 10
The following is a DFT calculation (ωB97M-V/def2-TZVPD) of 3 unconnected molecules or ions with the total composition H7NO2.

Summary:
**E_tot**: -209.43751 Eh
**Frontier orbital gap**: 11.38 eV
**SMILES**: N.O.O
**HOMO**: -10.38 eV

The geometry in ORCA input format:
```
! wB97M-V def2-TZVPD RIJCOSX def2/J DEFGRID3
* xyz 0 1
N 0.4537 -1.5349 -0.1401
H 1.0545 -0.7434 -0.3482
H -0.2294 -1.6277 -0.8883
H 1.0047 -2.3744 -0.0588
H 0.0757 1.5538 0.0094
H 0.7049 2.4249 -1.1186
O 0.7166 1.5510 -0.7238
H -0.9369 -0.2960 0.6144
H -1.5610 0.4710 1.7838
O -1.2829 0.5758 0.8702
*
```



> Among the records above, which one has the lowest E_tot?

C37H72GeMoN2O5S5Si4